Record 1
{"formula": "C24H29ClN2O6", "method": "ωB97M-V/def2-TZVPD", "gap_ev": 7.0, "total_charge": 0, "fmax_ev_per_a": 10.7, "e_homo_ha": -0.26179, "species": ["C", "C", "N", "C", "C", "N", "C", "C", "H", "H", "H", "H", "H", "H", "H", "H", "H", "H", "H", "Cl", "C", "C", "C", "C", "C", "C", "O", "O", "H", "H", "H", "H", "H", "H", "C", "C", "C", "C", "C", "C", "O", "O", "H", "H", "H", "H", "H", "H", "C", "C", "C", "C", "C", "C", "O", "O", "H", "H", "H", "H", "H", "H"], "xyz": [[-1.856427, 3.922413, 3.064039], [-1.251965, 2.601348, 2.840067], [-2.096168, 1.740038, 1.886553], [-3.186204, 1.018697, 2.367586], [-3.446476, 0.223694, 1.205363], [-2.625405, 0.500813, 0.161715], [-1.804659, 1.472006, 0.675833], [-2.678378, -0.040469, -1.168486], [-1.093496, 4.583884, 3.581503], [-2.763331, 3.719467, 3.532531], [-1.924716, 4.358956, 1.945691], [-1.198402, 2.183793, 3.748550], [-0.471183, 2.863084, 2.329175], [-3.329945, 1.154416, 3.428951], [-4.243835, -0.599353, 1.047305], [-1.053843, 1.918921, 0.128817], [-3.120171, 0.683743, -1.813828], [-2.832260, -1.135342, -1.416890], [-1.666398, -0.211909, -1.539198], [1.101887, -0.440653, -0.468991], [3.413192, 3.545595, -2.455063], [2.890177, 2.178231, -2.013528], [3.492995, 1.126353, -2.659071], [4.579402, 1.327331, -3.530533], [4.973758, 2.512134, -4.059153], [4.499955, 3.626685, -3.381012], [5.009889, 4.799887, -3.714775], [3.335472, -0.207400, -2.325943], [2.974874, 4.329952, -1.951904], [2.085462, 2.183783, -1.414103], [4.842014, 0.421235, -4.037463], [5.597738, 2.643380, -4.921755], [4.988497, 5.471570, -3.069535], [2.666821, -0.151035, -1.680369], [-0.541315, -1.420717, 5.581231], [-1.100269, -1.631309, 4.193701], [-0.354017, -1.263683, 3.058834], [0.899140, -0.663960, 3.208336], [1.402591, -0.425254, 4.563155], [0.762858, -0.746743, 5.750358], [1.402369, -0.592051, 6.895190], [-1.010938, -1.397070, 1.792642], [-1.165419, -1.616329, 6.428373], [-2.194802, -1.954747, 4.102601], [1.383844, -0.382443, 2.368174], [2.275614, 0.044041, 4.535706], [2.307039, -0.641044, 6.588511], [-0.529711, -0.808296, 1.088743], [-0.219386, -3.554241, -4.225791], [-1.690988, -3.870290, -4.660992], [-2.626141, -3.955025, -3.609895], [-2.109755, -3.714709, -2.334336], [-0.828677, -3.438182, -1.967139], [0.233975, -3.428981, -2.884278], [1.510212, -2.992555, -2.509221], [-3.880573, -4.307883, -4.058348], [0.613631, -3.493300, -4.984752], [-1.781748, -4.131386, -5.666328], [-2.923124, -3.703797, -1.428037], [-0.745124, -3.215704, -1.093465], [1.580560, -2.533089, -1.673863], [-4.478716, -4.486503, -3.381189]], "atomic_forces_ev_per_a": [[1.3627, 2.4071, -3.4115], [-4.6026, -0.1144, -2.0097], [0.1591, 1.2486, 4.0404], [1.5423, -1.0642, -3.9565], [-3.3881, -1.8798, 2.2152], [0.1401, 1.2264, 3.0501], [-0.3966, -1.7281, -2.6406], [1.9751, -1.3926, -1.5855], [-1.3352, -0.8167, -0.1788], [-1.8114, 0.9732, 0.9239], [-0.5678, -0.4010, 2.6989], [0.9918, -2.5804, 2.8214], [5.4067, 0.0435, -2.4194], [-0.9013, -0.7501, -0.2438], [1.5505, 1.6764, 0.5093], [1.5941, 0.6956, -1.0101], [-0.7543, 0.0012, -0.5875], [-1.4716, 1.0878, 1.4113], [0.7839, 1.1423, 0.2620], [-0.9697, 0.0900, 0.6354], [1.2629, -5.4166, -0.7120], [4.0400, 3.8556, -4.2763], [1.6764, -0.9400, 1.2131], [-1.2860, -1.0843, -1.5816], [-0.3906, 0.3808, 1.1391], [-3.0988, -0.1750, 2.1909], [1.3908, 1.1190, -2.3592], [1.1197, 1.4044, -1.8524], [-0.5639, 2.0568, 0.6862], [-2.5491, -0.4868, 2.1891], [0.5628, -0.4758, -0.0515], [0.4912, -0.1565, -0.0021], [-0.4036, 0.8306, 1.3192], [-1.7729, -0.8261, 1.7093], [0.9273, 1.3060, -3.2263], [0.2528, 0.6991, 3.1119], [-1.1331, 0.2689, -0.7252], [-2.1785, -1.1207, 4.9188], [-3.9809, -1.8440, -3.1347], [-3.6129, -2.3092, -3.6905], [0.3216, 0.0856, 1.4746], [1.7160, 1.4058, 0.3854], [-0.1530, -0.3097, 0.3230], [1.9111, 0.2509, 0.0739], [1.9072, 0.9666, -2.4032], [3.9018, 1.9545, 0.4411], [0.7197, 0.2181, 0.7779], [-0.3173, -1.6918, 1.4587], [-0.8010, -0.9644, -0.9518], [4.9679, 1.0546, 4.4799], [1.9847, -0.2087, -2.7705], [-4.4101, -0.2035, 2.3951], [-0.5071, -2.4611, -9.5304], [-1.1673, 1.8859, -0.3437], [-0.9635, -1.7371, -2.2276], [1.4666, 0.6830, -0.8863], [-1.3435, -0.0484, 0.5181], [-0.7245, -0.1560, -1.3465], [1.9402, -0.0973, -2.1652], [1.6364, 2.4422, 10.2816], [-0.7247, 0.3895, 0.6134], [-1.4226, -0.4099, 2.0120]], "nbo_charge": [-0.5909, -0.1823, -0.2699, -0.1059, 0.0366, -0.3022, 0.2580, -0.4932, 0.2424, 0.2098, 0.2040, 0.2190, 0.2100, 0.2550, 0.2482, 0.2458, 0.2246, 0.2860, 0.2861, -0.8817, -0.2921, -0.2649, 0.2675, -0.2206, -0.2484, 0.2700, -0.6847, -0.6873, 0.1921, 0.2098, 0.2169, 0.2245, 0.4816, 0.4890, -0.2508, -0.2560, 0.2619, -0.2450, -0.2862, 0.2690, -0.6501, -0.7601, 0.2153, 0.2251, 0.2395, 0.1962, 0.4840, 0.5124, -0.2466, -0.2356, 0.2409, -0.2724, -0.2300, 0.2925, -0.6952, -0.6712, 0.2205, 0.2219, 0.1840, 0.1918, 0.5170, 0.4742]}

Record 2
{"formula": "C24H29ClN4O6PV", "method": "ωB97M-V/def2-TZVPD", "s_squared": 2.0283, "spin_multiplicity": 3, "gap_ev": [8.0, 7.9], "total_charge": 0, "fmax_ev_per_a": 1.0, "e_homo_ha": [-0.32954, -0.32936], "species": ["V", "Cl", "C", "C", "C", "C", "O", "C", "C", "O", "C", "H", "H", "H", "H", "O", "C", "O", "C", "C", "C", "N", "C", "C", "C", "O", "O", "H", "H", "H", "C", "N", "C", "N", "C", "N", "C", "P", "C", "C", "H", "H", "H", "H", "H", "H", "H", "H", "H", "H", "H", "H", "H", "C", "C", "C", "C", "H", "H", "H", "H", "H", "H", "H", "H", "H"], "xyz": [[0.053669, -0.064036, 1.416101], [0.931253, -6.857078, -0.790038], [0.885200, -5.314624, 0.005395], [1.834900, -5.024244, 1.003326], [1.821672, -3.820834, 1.650826], [0.864809, -2.824040, 1.340872], [0.892114, -1.700227, 1.987332], [-0.083868, -3.127973, 0.322765], [-1.102159, -2.227188, -0.082835], [-1.283566, -1.057591, 0.308530], [-0.055199, -4.388142, -0.325334], [2.580090, -5.767851, 1.252083], [2.547204, -3.590330, 2.418876], [-1.803391, -2.608181, -0.836222], [-0.790041, -4.605209, -1.090506], [4.482468, 3.105383, -4.079848], [3.385436, 2.925239, -3.587921], [2.273481, 3.494455, -3.880057], [3.185384, 1.876474, -2.498895], [3.097483, 0.523295, -2.811691], [2.554016, -0.348965, -1.884054], [2.113586, 0.041275, -0.687194], [2.349134, 1.313176, -0.347060], [2.875023, 2.264517, -1.198067], [1.644954, 1.588916, 0.956473], [2.090077, 1.313168, 2.061545], [0.372671, 1.809937, 0.726849], [3.380354, 0.166001, -3.792951], [2.416996, -1.397225, -2.125204], [2.954457, 3.297895, -0.886022], [-0.791274, 3.454809, -4.429003], [-0.090812, 3.077222, -3.155416], [-0.745251, 3.782952, -2.002244], [-2.155606, 3.508188, -1.955178], [-2.775582, 3.876831, -3.222865], [-2.198431, 3.180066, -4.369107], [-2.490505, 1.743598, -4.334254], [-1.830813, 0.866631, -2.824567], [-0.136974, 1.599323, -2.934058], [-2.456762, 2.120839, -1.589742], [-0.306344, 2.908088, -5.237340], [-0.622230, 4.522751, -4.572359], [0.979113, 3.319353, -3.308569], [-0.582232, 4.852379, -2.147460], [-0.253333, 3.451013, -1.086957], [-2.643665, 4.950859, -3.373211], [-3.842877, 3.660175, -3.173694], [-2.069556, 1.276028, -5.227379], [-3.572945, 1.609290, -4.385104], [0.410056, 1.134338, -3.752811], [0.396301, 1.392552, -2.007515], [-2.000508, 1.904068, -0.620515], [-3.536913, 2.016049, -1.468485], [-2.510277, 2.010931, 4.289377], [-2.104354, 1.439567, 2.929360], [-3.327625, 0.858113, 2.221713], [-0.995018, 0.398593, 3.090557], [-3.312445, 2.745353, 4.187708], [-1.664130, 2.495073, 4.777791], [-2.864994, 1.211641, 4.944635], [-1.719336, 2.270785, 2.327224], [-3.792008, 0.087682, 2.842864], [-3.068013, 0.395129, 1.268252], [-4.077420, 1.629612, 2.034985], [-1.395443, -0.520801, 3.536465], [-0.200569, 0.772075, 3.749031]], "atomic_forces_ev_per_a": [[-0.0535, 0.2103, 0.9517], [0.0008, 0.0070, 0.0003], [-0.0143, 0.0272, -0.0082], [-0.0368, 0.0212, -0.0172], [-0.0081, 0.0246, 0.1047], [0.0744, -0.0581, -0.0745], [-0.1170, 0.1705, -0.4196], [0.0973, -0.0703, 0.0187], [-0.0563, -0.0948, -0.1957], [0.1719, 0.1446, -0.0522], [-0.0005, -0.0267, 0.0122], [0.0057, -0.0105, -0.0010], [0.0033, -0.0029, -0.0049], [-0.0494, 0.0492, 0.0659], [-0.0012, -0.0076, -0.0050], [-0.0584, -0.0149, 0.0043], [0.1058, -0.1934, 0.1191], [0.0004, 0.2701, -0.0931], [-0.0663, 0.0482, 0.0342], [0.0005, 0.0327, -0.0073], [0.0299, -0.0609, -0.0170], [0.1407, -0.0249, 0.1092], [-0.0305, 0.2094, -0.0341], [-0.0251, -0.0896, -0.0352], [0.0215, 0.1329, -0.2342], [-0.1004, -0.0286, -0.1240], [-0.0225, -0.4683, -0.0972], [0.0028, 0.0183, -0.0175], [-0.0163, -0.0110, -0.0060], [0.0053, 0.0164, -0.0137], [0.0586, -0.0227, 0.0677], [-0.4756, -0.3319, 0.1738], [0.0729, 0.0177, -0.0439], [-0.0935, 0.0635, 0.0015], [0.0050, 0.0377, 0.0242], [-0.0386, 0.0266, -0.0407], [0.0224, -0.0074, 0.0035], [-0.1415, 0.2526, 0.0261], [0.0739, 0.0076, -0.1060], [0.1239, -0.0666, 0.0708], [-0.0256, 0.0080, 0.0007], [0.0084, -0.0149, -0.0030], [0.3848, -0.0055, -0.0652], [0.0144, -0.0244, -0.0030], [-0.0320, -0.0046, -0.0124], [-0.0029, -0.0133, 0.0000], [0.0072, -0.0048, -0.0006], [-0.0109, -0.0050, -0.0045], [0.0013, -0.0226, 0.0107], [0.0842, -0.0215, -0.0155], [0.0203, -0.0148, 0.0076], [-0.0134, -0.0005, -0.0017], [0.0106, -0.0211, -0.0176], [0.0032, -0.0086, -0.0349], [-0.0093, 0.0274, 0.0043], [0.0345, 0.0181, 0.0000], [-0.0600, -0.0594, -0.0149], [-0.0069, 0.0164, -0.0003], [0.0076, 0.0027, 0.0145], [-0.0088, -0.0098, 0.0113], [0.0002, -0.0167, -0.0040], [0.0023, -0.0276, 0.0076], [-0.0090, 0.0140, -0.0256], [-0.0113, 0.0050, 0.0068], [0.0069, -0.0100, -0.0058], [-0.0074, -0.0034, 0.0060]], "nbo_charge": [1.5398, 0.0076, -0.0993, -0.1605, -0.2213, 0.4299, -0.7119, -0.3093, 0.4480, -0.6341, -0.1393, 0.2341, 0.2330, 0.1624, 0.2268, -0.6292, 0.7594, -0.7962, -0.0231, -0.2632, 0.0527, -0.4836, 0.1286, -0.2576, 0.6979, -0.5650, -0.7690, 0.2345, 0.2000, 0.2361, -0.0554, -0.4435, -0.0667, -0.4478, -0.0692, -0.4499, -0.5197, 0.7357, -0.5524, -0.5199, 0.2229, 0.2186, 0.4961, 0.2120, 0.2418, 0.2042, 0.2060, 0.2262, 0.2276, 0.2438, 0.2592, 0.2443, 0.2284, -0.5915, -0.2337, -0.6044, -0.7803, 0.2014, 0.2097, 0.1991, 0.1995, 0.2015, 0.2032, 0.2052, 0.2055, 0.2146]}

Record 3
{"formula": "C24H29CrN2O7Si2", "method": "ωB97M-V/def2-TZVPD", "s_squared": 3.9332, "spin_multiplicity": 4, "gap_ev": [5.0, 5.2], "total_charge": -2, "fmax_ev_per_a": 1.6, "e_homo_ha": [-0.01658, -0.02398], "species": ["Cr", "O", "C", "C", "N", "C", "C", "O", "O", "C", "C", "O", "O", "H", "H", "H", "H", "H", "H", "H", "H", "H", "C", "Si", "C", "C", "C", "C", "C", "C", "C", "Si", "C", "C", "H", "H", "H", "H", "H", "H", "H", "H", "H", "H", "H", "H", "H", "H", "H", "H", "O", "C", "N", "C", "O", "C", "C", "C", "C", "C", "C", "H", "H", "H", "H"], "xyz": [[1.113554, -0.109578, 0.092379], [0.736308, -0.368934, -2.656226], [1.419977, -1.570305, -2.944392], [2.872638, -1.323755, -2.621278], [3.006228, -1.163281, -1.185968], [4.056171, -0.191581, -0.926838], [3.471663, 1.243079, -1.144162], [4.154080, 2.075900, -1.765565], [2.341048, 1.426590, -0.623231], [3.228640, -2.400095, -0.499221], [2.899938, -2.245899, 1.027657], [3.337709, -3.091584, 1.786612], [2.204976, -1.241375, 1.323645], [-0.107940, -0.591343, -2.239083], [1.274394, -1.880787, -3.986311], [1.100054, -2.367831, -2.258892], [3.203894, -0.391786, -3.096852], [3.521251, -2.144831, -2.977913], [4.916181, -0.316381, -1.576482], [4.348871, -0.288211, 0.102005], [4.234162, -2.825474, -0.592506], [2.580066, -3.222597, -0.881025], [-2.905729, 1.970168, 0.408436], [-1.805535, 0.805608, -0.641655], [-2.007024, 1.170732, -2.500185], [-2.905587, -0.797938, -0.497005], [-4.262016, -0.662228, -0.873414], [-5.114662, -1.745457, -0.762730], [-4.685374, -2.968366, -0.269512], [-3.358261, -3.141528, 0.059720], [-2.445956, -2.043424, -0.039970], [-0.557786, -1.982933, 0.466982], [-0.047375, -3.786356, -0.173698], [-0.707450, -2.049062, 2.384193], [-3.934104, 1.960037, 0.075850], [-2.497635, 2.985141, 0.399269], [-2.898320, 1.652604, 1.451081], [-2.958195, 1.703360, -2.572467], [-2.144198, 0.287056, -3.120145], [-1.226455, 1.795792, -2.925238], [-4.673615, 0.292299, -1.260002], [-6.185295, -1.618507, -1.001888], [-5.398575, -3.777791, -0.211992], [-3.032020, -4.113175, 0.448564], [-0.574594, -4.527952, 0.463441], [0.997249, -4.111269, -0.087581], [-0.392150, -3.940415, -1.208470], [-1.490654, -2.683469, 2.802705], [-0.860023, -1.029974, 2.673863], [0.247082, -2.353180, 2.802741], [-0.328625, 1.702072, -0.445554], [0.004863, 2.065257, 0.816998], [0.370893, 1.067549, 1.630391], [0.801452, 1.646564, 2.847003], [1.178254, 1.041949, 3.854096], [0.721629, 3.107282, 2.669068], [1.037309, 4.150493, 3.536189], [0.842901, 5.451793, 3.055502], [0.426881, 5.680192, 1.734696], [0.145701, 4.657047, 0.871693], [0.221068, 3.343400, 1.354169], [1.317176, 3.932722, 4.555806], [1.027359, 6.314921, 3.669476], [0.274518, 6.685843, 1.362248], [-0.130982, 4.853201, -0.159034]], "atomic_forces_ev_per_a": [[-0.1299, -0.0582, -0.5028], [-0.3551, -0.0067, -0.1971], [0.2644, -0.3612, 0.3454], [0.0167, 0.0035, -0.4324], [-0.0710, 0.1976, -0.3509], [-0.6637, 0.9581, -0.1116], [1.1939, 0.1196, -0.2213], [-0.2588, -0.5229, 0.2600], [-0.4185, -0.1930, 0.4269], [-0.5591, -1.2207, 0.9191], [0.4134, -0.2811, -1.2294], [0.3802, -0.7155, 0.5448], [-0.3822, 0.6071, 0.3989], [0.0182, -0.0134, -0.0221], [-0.0319, 0.0278, 0.0198], [-0.2525, 0.0127, -0.3209], [-0.1413, -0.1879, -0.0551], [-0.1286, 0.1245, -0.0777], [0.3181, -0.2001, -0.1608], [0.2399, 0.0948, 0.5673], [0.3347, 0.3361, -0.0510], [0.1432, 0.8016, 0.1324], [0.7164, -0.0871, -0.0305], [-0.9039, 0.2630, -0.2257], [-0.2231, -0.0677, 0.1747], [-0.0230, -0.1802, 0.0139], [0.1020, 0.2863, -0.0549], [-1.0909, 0.5272, -0.0860], [0.1475, -0.0580, -0.3208], [0.8257, 0.6686, 0.2520], [0.1151, -0.0700, -0.0297], [-0.2805, -1.0548, -0.2174], [-0.3393, -0.2374, 0.7022], [0.4099, -0.5706, -0.6931], [-0.3108, 0.0543, -0.1423], [-0.1863, 0.0049, -0.1172], [0.0101, -0.1358, 0.1074], [-0.0843, 0.1910, -0.0377], [0.1582, -0.1901, 0.0027], [0.1066, 0.0275, 0.0695], [0.3709, -0.6113, 0.2941], [0.5819, -0.0665, -0.0218], [-0.0375, -0.1943, 0.1468], [0.0710, 0.3680, -0.1769], [-0.0628, 0.2764, -0.3196], [-0.1185, 0.4047, -0.0676], [0.1057, 0.0530, 0.1915], [-0.1554, -0.0675, -0.2119], [-0.1774, 0.6626, 0.4195], [0.2257, 0.0077, 0.1142], [-0.0431, -0.2011, 0.1094], [0.4633, -0.0352, 0.0265], [0.0442, 0.5678, 0.6677], [0.2697, -0.3634, 0.0266], [-0.1991, 0.1373, -0.3045], [-0.1755, -0.1593, 0.0077], [-0.7534, 0.4004, -0.7576], [0.2350, -0.4885, 0.3464], [-0.1722, 0.2170, -0.2483], [-0.3525, -0.4266, -0.3294], [0.2940, 0.2516, 0.1855], [0.2423, 0.0517, 0.0664], [0.1157, 0.1457, 0.3537], [0.2259, 0.1776, 0.1655], [-0.0772, -0.0017, 0.0676]], "nbo_charge": [1.0251, -0.7117, -0.0725, -0.2269, -0.4599, -0.3349, 0.7835, -0.7221, -0.8137, -0.3434, 0.7868, -0.7028, -0.7700, 0.4918, 0.1527, 0.1895, 0.2192, 0.1703, 0.1787, 0.2096, 0.1829, 0.2119, -1.1509, 1.8377, -1.1577, -0.4841, -0.2150, -0.2474, -0.2622, -0.1583, -0.4084, 0.9595, -1.1039, -1.0925, 0.2155, 0.2307, 0.2417, 0.2218, 0.2246, 0.2484, 0.1953, 0.1850, 0.1874, 0.1899, 0.2052, 0.2166, 0.2034, 0.1983, 0.2397, 0.2477, -0.8431, 0.4786, -0.6432, 0.5755, -0.6162, -0.1571, -0.1632, -0.2821, -0.2463, -0.2075, -0.0965, 0.2122, 0.1846, 0.1868, 0.2055]}